Entry 1:
Computed, not measured: a molecular structure, C21H18N7O5OsS, with ωB97M-V with the def2-TZVPD basis set.

Geometry as XYZ:
```
53
Properties=species:S:1:pos:R:3
Os -1.2056 -1.1748 -0.6550
N -2.5945 -0.6204 3.3183
C -2.2494 -0.0302 2.1813
N -1.8907 -0.9718 1.3154
C -2.0407 -2.1411 2.0200
N -2.4673 -1.9605 3.2401
C -1.6999 -3.4145 1.3827
C -2.0109 -4.6565 1.9121
N -1.6866 -5.7747 1.2760
C -1.0634 -5.6550 0.1135
C -0.7542 -4.4156 -0.4381
N -1.0668 -3.2952 0.2036
H -2.9146 -0.1925 4.1750
H -2.2559 1.0313 2.0002
H -2.5323 -4.7411 2.8563
H -0.8004 -6.5666 -0.4065
H -0.2569 -4.3226 -1.3938
C -2.3889 0.2849 -1.5486
C -1.6518 1.4965 -1.1151
C -0.3814 1.7921 -1.6353
C 0.3339 2.8884 -1.1809
C -0.2119 3.7136 -0.1988
C -1.4860 3.4511 0.3070
C -2.1894 2.3564 -0.1473
C 0.5055 4.8509 0.3025
N 1.0411 5.7632 0.7473
H -2.3821 0.1378 -2.6278
H -3.4140 0.2487 -1.1757
H 0.0302 1.1658 -2.4186
H 1.3099 3.1162 -1.5876
H -1.9213 4.1290 1.0289
H -3.2031 2.1890 0.2005
O -2.3924 -2.6388 -2.3940
C -1.3932 -2.3416 -3.0451
O -0.4697 -1.5926 -2.5428
H -1.2310 -2.6903 -4.0720
N 1.2186 -1.2553 -0.1613
C 2.0361 -0.0892 -0.0733
C 1.8982 0.7709 1.0154
C 2.6695 1.9128 1.0827
C 3.5940 2.1562 0.0625
C 3.7022 1.3244 -1.0527
C 2.9223 0.1883 -1.1106
S 4.7046 3.5231 0.2067
O 3.6226 4.1882 -0.6650
O 4.7293 3.9982 1.5485
O 5.9164 3.2809 -0.4998
H 1.2729 -1.8207 0.6822
H 1.5174 -1.8329 -0.9434
H 1.1837 0.5414 1.7959
H 2.5919 2.6115 1.9039
H 4.4028 1.5713 -1.8375
H 3.0032 -0.4878 -1.9517
```

Results
LUMO (alpha / beta)   -4.20 / -5.73 eV
Net charge   +1
Spin multiplicity   5
E_HOMO (alpha / beta)   -11.291 / -12.031 eV

Mulliken population analysis, charges in e, atoms 1 to 6:
1 Os 1.612
2 N 0.188
3 C -0.402
4 N -0.076
5 C 0.309
6 N -0.695

Entry 2:
Computed, not measured: 8 unconnected molecules or ions with the total composition C4H23BrNO7 at a distorted geometry, with ωB97M-V with the def2-TZVPD basis set.

Geometry as XYZ:
```
36
Properties=species:S:1:pos:R:3
Br 1.0506 1.6176 -0.5641
C -2.2397 -3.1855 0.4611
C -1.4349 -1.9047 0.7562
C -0.0399 -2.0951 1.4448
O -0.2178 -2.6123 2.7907
C -1.0102 -1.8653 3.6964
N -1.2360 -1.2728 -0.5433
H -2.4099 -3.8090 1.3389
H -1.7397 -3.8785 -0.2155
H -3.2041 -2.9856 -0.0059
H -2.0517 -1.1970 1.3102
H 0.4745 -1.1341 1.4536
H 0.6083 -2.8446 0.9909
H -0.7655 -2.2431 4.6891
H -2.0539 -2.0660 3.4544
H -0.7015 -0.8202 3.7199
H -2.1682 -0.9919 -0.8120
H -0.7610 -0.3998 -0.3636
O 4.2713 1.8790 -1.3857
H 4.5791 1.0751 -0.9670
H 3.4092 2.0355 -1.0003
O 0.6874 4.8182 -2.2348
H 0.6268 3.9537 -1.8284
H -0.1239 5.2592 -1.9829
O -0.9812 1.1612 2.0729
H -0.3001 1.1214 1.4015
H -0.7193 1.8883 2.6377
O 2.2778 2.3577 -3.9088
H 1.8966 1.8267 -3.2095
H 1.5499 2.5240 -4.5077
O -1.7035 2.5958 -1.9361
H -2.2068 2.8115 -1.1510
H -0.9133 2.1690 -1.6048
O 2.9064 -1.2409 -1.3122
H 2.3772 -1.9624 -1.6522
H 2.2673 -0.5855 -1.0326
```

Results
LUMO   2.94 eV
Net charge   -1
E_HOMO   -6.299 eV

Mulliken population analysis, charges in e, atoms 1 to 6:
1 Br -0.844
2 C -1.521
3 C 0.689
4 C -0.423
5 O -0.421
6 C -0.594

Entry 3:
Computed, not measured: a molecular structure, C4H4O2 at a distorted geometry, with ωB97M-V with the def2-TZVPD basis set.

Geometry as XYZ:
```
10
Properties=species:S:1:pos:R:3
O 2.5060 0.5451 1.1878
C 1.3103 0.4125 1.1767
O 0.5812 -1.0698 0.6348
C 0.2397 -0.3648 -0.4372
C -1.1340 -0.3097 -0.8400
C -2.3087 -0.2593 -1.1645
H 0.5512 0.5417 1.9598
H 0.6077 0.9513 0.1729
H 0.9859 -0.2104 -1.2349
H -3.3393 -0.2366 -1.4552
```

Results
LUMO (alpha / beta)   -0.77 / -0.77 eV
E_HOMO (alpha / beta)   -10.019 / -10.020 eV

Mulliken population analysis, charges in e, atoms 1 to 6:
1 O -0.476
2 C 0.111
3 O -0.458
4 C -0.309
5 C -0.322
6 C 0.219

Entry 4:
Computed, not measured: 2 unconnected molecules or ions with the total composition C25H19O8S2 at a distorted geometry, with ωB97M-V with the def2-TZVPD basis set.

Geometry as XYZ:
```
54
Properties=species:S:1:pos:R:3
C 5.7549 -1.6229 3.5782
O 5.2212 -0.4525 4.2345
C 4.0041 -0.0083 3.8247
C 3.1935 -0.6953 2.8851
C 1.9036 -0.2507 2.6565
C 1.4400 0.9831 3.1660
C 0.1135 1.5073 2.8750
C -1.0292 0.8826 3.2565
C -2.3790 1.5348 3.2648
O -2.6468 2.7074 3.0429
C -3.3406 0.4416 3.6107
C -2.6442 -0.7531 3.8367
C -3.3088 -1.9401 4.1207
C -4.7047 -1.9230 4.1764
C -5.4107 -0.7137 3.9906
C -4.7282 0.4772 3.7151
C -1.1764 -0.5279 3.7275
O -0.3216 -1.3642 4.0021
C 2.3147 1.7149 4.0100
C 3.5365 1.2041 4.3937
H 6.7516 -1.7285 4.0033
H 5.1467 -2.5112 3.8015
H 5.8162 -1.4773 2.4898
H 3.5640 -1.5921 2.3799
H 1.2490 -0.8760 2.0545
H 0.0313 2.5534 2.5752
H -2.7241 -2.8449 4.2793
H -5.2505 -2.8465 4.3691
H -6.4983 -0.7114 4.0606
H -5.2444 1.4259 3.5748
H 1.9624 2.6697 4.4067
H 4.1707 1.7110 5.1205
C -0.1321 0.0430 0.0953
O 0.1984 0.3456 -1.3147
C 0.1259 1.6048 -1.7231
S 1.6155 2.3252 -2.4236
O 2.2431 3.2327 -1.4869
O 2.3785 1.2721 -3.0674
C 0.7546 3.2691 -3.6869
C -0.6264 3.1621 -3.7324
C -1.3562 3.8160 -4.7262
C -0.6807 4.6071 -5.6577
C 0.7142 4.7215 -5.6054
C 1.4399 4.0414 -4.6262
S -1.4147 2.0919 -2.5191
O -1.9644 0.9415 -3.2150
O -2.2427 2.8903 -1.6396
H 0.0682 -1.0231 0.1974
H 0.5314 0.6543 0.7108
H -1.1817 0.2994 0.2704
H -2.4378 3.6971 -4.7496
H -1.2515 5.1373 -6.4202
H 1.2430 5.3450 -6.3256
H 2.5251 4.1012 -4.5711
```

Results
LUMO   1.29 eV
Net charge   -1
E_HOMO   -3.200 eV

Mulliken population analysis, charges in e, atoms 1 to 6:
1 C -0.787
2 O -0.459
3 C 0.954
4 C -0.834
5 C 0.066
6 C 0.253

Entry 5:
Computed, not measured: C4H13NSi2 in the gas phase at a distorted geometry, with ωB97M-V with the def2-TZVPD basis set.

Geometry as XYZ:
```
20
Properties=species:S:1:pos:R:3
C 0.2265 -0.0714 3.7695
C 0.4367 0.8636 0.9603
C 0.3359 -0.4554 -3.4214
C -1.4472 -0.0509 -1.8676
N -0.1316 -0.0251 -2.0980
Si -0.3371 -0.5664 1.9648
Si 1.0457 0.1351 -0.6707
H -0.5466 -0.2587 4.4965
H 1.0178 -0.7884 3.9041
H -0.2306 1.6032 0.8438
H 1.3518 1.3017 1.4647
H -0.4499 -1.0855 -3.7003
H 0.3016 0.4154 -3.9620
H 1.2917 -0.9453 -3.5121
H 0.4102 1.0839 3.8562
H -1.6575 0.6305 -1.1078
H -2.0416 -0.5663 -2.5392
H 0.3918 -1.8415 1.5221
H -1.6843 -0.6028 1.4120
H 1.7168 1.2246 -1.3151
```

Results
LUMO (alpha / beta)   -0.07 / 0.33 eV
E_HOMO (alpha / beta)   -6.340 / -6.535 eV

Mulliken population analysis, charges in e, atoms 1 to 6:
1 C -0.972
2 C -0.852
3 C -0.931
4 C -0.434
5 N 0.200
6 Si 0.406

Electronic energy readings, ordered: -56029.930, -90389.454, -8302.158, -64280.904, -21600.392 eV